Molecular formula: BrClFHN3O
Method: DFT, wB97M-V/def2-TZVPD

Geometry as XYZ:
```
8
Properties=species:S:1:pos:R:3:forces:R:3
N 0.998144 0.005391 0.598968 -0.529 2.238 2.686
N 1.338689 -0.448376 -0.442754 0.503 -1.155 -0.761
N 0.976007 -0.978897 -1.484061 0.883 0.045 -1.775
O 1.529177 0.389873 1.655434 -0.229 -0.905 -0.865
F -1.493984 2.321671 0.313435 -0.385 -3.846 -0.930
Cl -1.129096 -0.549706 0.968677 -0.460 0.192 0.181
Br -0.672355 -1.971518 -1.776638 -0.263 -0.325 0.259
H -1.546583 1.231563 0.166938 0.479 3.756 1.205
```
Positions in Å, forces in eV/Å.

- ΔE to the lowest compared entry with this formula, charge and spin (kJ/mol) = 423.1
- HOMO level (alpha / beta) (eV) = -4.50 / -4.50
- total charge = -1
- calculated total energy (hartree) = -3374.05859
- LUMO level (alpha / beta) (eV) = 2.64 / 2.64
- multiplicity = 1